A molecular structure, C29H26ClN4O5W. Source: the Open Molecules 2025 dataset; level of theory: the ωB97M-V functional and the def2-TZVPD basis.

Geometry (Å):
W: 0.07802 -0.11023 0.01271
O: 3.93751 1.00688 -1.21491
C: 2.81501 1.00037 -0.76395
N: 2.14455 -0.06154 -0.20250
C: 2.89767 -1.21725 0.10933
C: 4.25311 -1.26933 0.42027
C: 4.80003 -2.48283 0.80026
C: 4.01700 -3.62731 0.85994
C: 2.67127 -3.58530 0.54008
C: 2.11008 -2.36595 0.16940
N: 0.75184 -2.10179 -0.11896
C: -0.02728 -3.14750 -0.54000
O: 0.33163 -4.26201 -0.85119
C: -1.47363 -2.78482 -0.52927
C: -2.43824 -3.71653 -0.86772
C: -3.76963 -3.35796 -0.76871
C: -4.06826 -2.08115 -0.31407
C: -3.04487 -1.20722 -0.00837
N: -1.74632 -1.53671 -0.12340
C: 1.99403 2.23911 -0.71232
C: 2.50112 3.45626 -1.13251
C: 1.72667 4.58828 -0.95668
C: 0.48805 4.44739 -0.34524
C: 0.05022 3.19316 0.02697
N: 0.78074 2.08356 -0.17033
H: 4.86873 -0.38635 0.36210
H: 5.85103 -2.53675 1.04949
H: 4.46172 -4.56739 1.15678
H: 2.07346 -4.48117 0.57409
H: -2.10656 -4.69256 -1.19163
H: -4.55567 -4.05324 -1.02855
H: -5.08942 -1.74890 -0.19536
H: -3.27237 -0.21215 0.34342
H: 3.48835 3.47481 -1.57141
H: 2.08175 5.55967 -1.27186
H: -0.14460 5.30167 -0.15147
H: -0.90862 3.06960 0.50888
C: 1.09312 1.76085 3.11885
C: 1.28098 0.27708 2.94470
O: 0.25111 -0.33242 2.07432
C: -0.50569 -1.41282 2.72292
C: -1.83731 -0.87738 3.20770
H: 1.89564 2.11065 3.77062
H: 0.14240 1.99259 3.59826
H: 1.17184 2.30551 2.18427
H: 1.17894 -0.21471 3.90872
H: 2.24438 0.01111 2.51190
H: 0.10370 -1.79606 3.53840
H: -0.59477 -2.20068 1.98293
H: -1.74999 -0.40377 4.18452
H: -2.55953 -1.68963 3.28764
H: -2.22684 -0.14034 2.50236
Cl: 0.63389 1.12334 -6.35108
C: -0.18089 1.22967 -4.83937
C: 0.19824 0.38681 -3.80094
C: -0.46767 0.49511 -2.59302
C: -1.49303 1.41356 -2.39893
C: -1.86380 2.23423 -3.45767
C: -1.21249 2.14642 -4.67461
C: -2.16274 1.58586 -1.07411
O: -3.17804 2.20416 -0.91006
O: -1.52240 1.00051 -0.05624
H: 0.98778 -0.33823 -3.94156
H: -0.22076 -0.35285 -1.89690
H: -2.66265 2.94770 -3.30633
H: -1.49496 2.78531 -5.49931

Cartesian forces, eV/Å:
W 0.15 0.35 0.30
O -0.09 -0.06 0.05
C 0.06 0.33 -0.14
N 0.03 -0.26 0.01
C -0.19 -0.27 0.04
C 0.01 0.02 -0.02
C 0.05 0.05 -0.01
C -0.02 -0.05 0.00
C -0.04 -0.04 -0.01
C 0.14 0.26 -0.05
N 0.15 0.02 0.03
C -0.30 -0.10 -0.06
O 0.02 0.07 0.01
C 0.05 0.00 -0.01
C 0.05 0.04 0.03
C 0.04 0.07 0.02
C -0.02 -0.08 -0.03
C 0.02 0.16 0.06
N -0.04 -0.14 -0.04
C -0.04 0.06 0.02
C -0.05 -0.06 0.04
C -0.03 -0.06 0.01
C 0.05 0.07 -0.03
C -0.10 -0.09 0.05
N 0.14 0.02 0.03
H -0.01 0.00 0.00
H 0.00 0.02 0.00
H -0.01 -0.01 0.00
H 0.00 0.02 0.00
H 0.00 -0.01 -0.01
H 0.00 -0.01 0.00
H -0.01 0.00 0.00
H 0.02 -0.04 -0.02
H 0.01 0.00 -0.01
H 0.01 0.01 0.00
H 0.00 0.00 0.00
H 0.03 0.01 -0.01
C 0.07 -0.03 0.02
C -0.10 0.10 -0.05
O 0.07 -0.07 0.24
C -0.07 0.08 0.08
C 0.04 -0.03 -0.05
H -0.03 0.03 0.03
H -0.03 -0.02 -0.03
H 0.01 -0.02 -0.01
H 0.06 -0.06 -0.03
H -0.02 0.05 -0.06
H 0.02 -0.03 -0.04
H -0.07 0.05 -0.04
H 0.01 0.05 -0.01
H 0.00 -0.01 0.04
H -0.01 -0.08 0.02
Cl 0.01 0.00 -0.01
C -0.05 0.02 0.06
C 0.02 0.07 0.04
C 0.29 -0.13 0.15
C -0.05 0.03 0.09
C 0.02 -0.03 0.09
C 0.07 -0.04 -0.07
C -0.24 0.09 -0.33
O 0.10 0.00 0.01
O 0.20 -0.28 -0.05
H 0.00 -0.01 -0.02
H -0.41 -0.02 -0.37
H -0.01 0.00 0.01
H 0.00 0.00 -0.01

* E_HOMO (spin up / spin down): -0.392 / -0.393 Eh
* 2S+1: 1
* net charge: +1
* frontier orbital gap (spin up / spin down): 6.8 / 6.9 eV

Okay, here come the natural (NBO) numbers, in e, for every atom: W 1.74; O -0.55; C 0.63; N -0.70; C 0.17; C -0.23; C -0.20; C -0.20; C -0.21; C 0.08; N -0.68; C 0.63; O -0.56; C 0.11; C -0.19; C -0.13; C -0.22; C 0.04; N -0.47; C 0.11; C -0.19; C -0.13; C -0.22; C 0.04; N -0.46; H 0.24; H 0.23; H 0.23; H 0.25; H 0.27; H 0.24; H 0.24; H 0.24; H 0.26; H 0.24; H 0.24; H 0.23; C -0.64; C -0.05; O -0.54; C -0.05; C -0.65; H 0.24; H 0.22; H 0.22; H 0.20; H 0.21; H 0.21; H 0.21; H 0.23; H 0.24; H 0.22; Cl 0.06; C -0.03; C -0.16; C -0.16; C -0.19; C -0.13; C -0.21; C 0.80; O -0.55; O -0.76; H 0.24; H 0.15; H 0.25; H 0.25

2 unconnected molecules or ions with the total composition C17H33BN4O5S. Source: the Open Molecules 2025 dataset; level of theory: the ωB97M-V functional and the def2-TZVPD basis.

Geometry (Å):
C: 2.57555 -4.92559 1.07783
C: 1.90505 -3.93697 1.00019
C: 0.95829 -2.79390 1.03716
C: 1.33386 -1.70874 -0.02935
C: 2.49247 -0.92977 0.66357
C: 3.38068 -0.10145 -0.29365
C: 4.66344 -0.86301 -0.70365
C: 5.53809 0.00471 -1.63217
N: 5.57399 1.43031 -1.23128
O: 1.92118 -2.50433 -1.10601
S: 1.59785 -1.89189 -2.55112
O: 0.79692 -2.71137 -3.38509
O: 2.73796 -1.37084 -3.21596
O: 0.74509 -0.63544 -2.02099
C: 0.20673 -0.86813 -0.65976
C: -0.01551 0.58773 -0.18538
N: -1.11991 0.71833 0.76336
C: -0.70867 0.44869 2.14806
B: -1.23738 -1.52812 -0.96729
O: -1.76628 -1.24764 -2.20838
N: -2.03506 -2.35295 -0.03656
C: -3.18305 -1.62883 0.55900
C: -2.43195 -3.63291 -0.64917
H: 2.92807 -5.91662 1.24536
H: -0.03943 -3.22647 0.91477
H: 1.04087 -2.32935 2.02499
H: 2.01185 -0.26888 1.39760
H: 3.13049 -1.60871 1.24198
H: 3.69688 0.79100 0.26293
H: 2.87087 0.27158 -1.18633
H: 5.22044 -1.08998 0.21802
H: 4.35926 -1.78197 -1.21399
H: 5.12288 -0.05339 -2.64390
H: 6.56768 -0.38890 -1.59705
H: 6.05689 1.93539 -1.96338
H: 6.10997 1.47500 -0.37105
H: -0.30558 1.13872 -1.08827
H: 0.90248 1.07477 0.18045
H: -1.45702 1.67606 0.71320
H: -0.22589 1.30497 2.64285
H: -0.04107 -0.41738 2.15140
H: -1.61691 0.19293 2.71030
H: -2.71940 -1.12481 -2.13583
H: -3.32673 -0.62647 0.14008
H: -2.97196 -1.49931 1.63284
H: -4.09541 -2.23626 0.52473
H: -2.75448 -3.55593 -1.69870
H: -3.17493 -4.15798 -0.04144
H: -1.53669 -4.27739 -0.65526
C: -5.04233 4.09067 1.68899
C: -4.67085 5.36563 0.93946
C: -3.59557 5.13749 -0.12813
C: -2.35818 4.63334 0.48869
N: -1.39165 4.24410 0.97518
H: -4.19004 3.68522 2.23699
H: -5.82901 4.29286 2.41606
H: -5.40539 3.32315 1.00191
H: -4.32411 6.11279 1.65623
H: -5.56349 5.77141 0.45989
H: -3.37264 6.07068 -0.64581
H: -3.93917 4.41414 -0.86913

Cartesian forces, eV/Å:
C -0.39 -0.39 0.24
C -0.45 0.59 0.35
C 0.20 -0.38 -0.46
C 1.27 -1.03 2.07
C -0.44 0.72 -1.04
C 0.54 0.04 0.67
C -0.48 0.94 0.05
C 0.05 -0.15 0.26
N -0.27 -0.67 -0.04
O -0.65 0.48 -1.47
S -0.41 1.60 -0.67
O -0.69 -1.01 0.89
O 0.89 0.15 0.64
O 0.94 -0.74 -0.05
C 0.08 0.11 -1.35
C -0.24 0.41 0.14
N 0.41 0.03 0.04
C -0.67 -0.05 -0.13
B -0.88 -0.19 0.29
O 0.47 0.82 0.59
N -0.54 0.13 -0.13
C 0.46 -0.24 0.88
C 0.96 -0.32 -0.01
H 0.40 0.16 -0.20
H 0.01 0.40 -0.02
H -0.26 -0.11 -0.10
H 0.12 -0.13 -0.11
H -0.24 -0.14 -0.25
H -0.10 -0.11 -0.24
H -0.07 -0.15 0.21
H -0.10 -0.20 -0.22
H 0.43 0.03 0.15
H 0.22 -0.01 0.12
H -0.31 -0.24 -0.45
H 0.15 0.17 0.26
H 0.10 0.39 -0.13
H 0.07 -0.24 0.11
H 0.00 -0.33 -0.14
H 0.01 -0.15 0.00
H 0.09 -0.20 -0.18
H -0.15 0.15 0.18
H 0.34 0.00 0.11
H -0.10 -0.52 -0.23
H -0.21 -0.24 -0.01
H -0.17 0.23 -0.25
H 0.12 0.22 -0.36
H -0.24 0.01 0.25
H 0.02 0.26 -0.11
H -0.28 0.01 -0.13
C -0.01 0.02 0.02
C -0.19 -0.13 0.20
C 0.04 0.06 0.33
C 0.10 0.01 -0.23
N -0.23 -0.05 -0.05
H 0.02 0.00 -0.05
H -0.01 -0.02 -0.03
H 0.01 -0.01 0.02
H 0.04 0.04 -0.09
H 0.08 0.05 -0.08
H 0.09 -0.05 -0.04
H 0.06 -0.02 0.00

* E_HOMO: -0.317 Eh
* 2S+1: 1
* net charge: 0
* frontier orbital gap: 8.9 eV

Okay, here come the natural (NBO) numbers, in e, for every atom: C -0.23; C -0.01; C -0.51; C 0.30; C -0.43; C -0.43; C -0.40; C -0.22; N -0.84; O -0.71; S 2.56; O -0.90; O -0.92; O -0.71; C -0.11; C -0.24; N -0.64; C -0.42; B 1.24; O -0.90; N -0.82; C -0.41; C -0.41; H 0.24; H 0.27; H 0.24; H 0.21; H 0.23; H 0.22; H 0.23; H 0.18; H 0.23; H 0.20; H 0.16; H 0.36; H 0.34; H 0.23; H 0.20; H 0.38; H 0.19; H 0.18; H 0.20; H 0.49; H 0.20; H 0.20; H 0.19; H 0.18; H 0.20; H 0.20; C -0.61; C -0.38; C -0.51; C 0.31; N -0.36; H 0.21; H 0.22; H 0.20; H 0.21; H 0.21; H 0.25; H 0.25

A molecular structure, C8H13IrNP. Source: the Open Molecules 2025 dataset; level of theory: the ωB97M-V functional and the def2-TZVPD basis.

Geometry (Å):
C: 1.60093 -1.94774 -0.69287
C: 1.79935 -3.45580 -0.63394
C: 1.05584 -4.04480 -1.67908
C: 0.34951 -3.02681 -2.39642
C: 0.75951 -1.74054 -1.89610
Ir: 0.67954 0.54141 0.27670
P: 2.21765 1.27317 -1.03333
H: 2.43870 -1.24474 -0.36088
H: 2.45039 -4.01583 0.06170
H: 1.04924 -5.03651 -2.01607
H: 0.48147 -0.69706 -2.19221
H: -0.41049 -3.17555 -3.16231
H: 2.05034 1.19740 -2.48894
H: 3.50782 0.84616 -0.64969
H: 2.13519 2.68908 -0.62370
C: -3.40729 2.45859 1.98143
C: -2.09492 2.68651 2.78832
C: -1.19625 2.12109 1.82984
N: -0.65013 1.35892 1.13564
H: -3.22119 3.07646 1.06429
H: -4.38406 2.74489 2.43149
H: -3.46626 1.38915 1.70536
H: -1.86708 3.77542 2.77287
H: -1.87782 2.22712 3.77790

Cartesian forces, eV/Å:
C 0.34 -0.65 -3.63
C -1.00 -0.57 -1.27
C 0.88 2.09 1.57
C 0.43 1.40 0.78
C 1.13 0.59 2.73
Ir 2.85 -4.21 -0.65
P -0.37 2.01 -0.44
H -1.71 -1.07 -0.02
H -0.51 0.60 -0.46
H -0.01 -1.36 0.13
H 0.04 -1.36 -0.11
H 0.40 -0.04 0.09
H 0.91 0.26 0.76
H 0.26 0.35 -0.86
H 0.86 -1.04 -1.00
C -0.69 0.18 -0.05
C 0.24 0.86 -0.34
C -0.02 0.17 0.32
N -3.05 2.15 1.38
H -0.63 -0.75 0.64
H 0.83 0.01 0.05
H -0.09 0.61 0.01
H -0.28 -0.58 0.65
H -0.81 0.33 -0.28

* E_HOMO (spin up / spin down): -0.138 / -0.287 Eh
* 2S+1: 5
* net charge: 0
* frontier orbital gap (spin up / spin down): 4.5 / 6.0 eV
* ΔE to the lowest compared entry with this formula, charge and spin: 153.4 kJ/mol

Okay, here come the natural (NBO) numbers, in e, for every atom: C -0.22; C -0.16; C -0.33; C -0.08; C -0.38; Ir 0.20; P 0.09; H 0.23; H 0.22; H 0.22; H 0.23; H 0.21; H -0.02; H -0.01; H 0.04; C -0.59; C -0.51; C 0.36; N -0.65; H 0.22; H 0.22; H 0.22; H 0.25; H 0.24

A molecular structure, C24H29N6S4Sr. Source: the Open Molecules 2025 dataset; level of theory: the ωB97M-V functional and the def2-TZVPD basis.

Geometry (Å):
Sr: 0.07926 -0.95706 -0.40891
C: -0.67578 3.23973 1.83033
C: -0.43931 1.81466 1.42975
N: 0.16432 1.47741 0.33773
N: 0.66035 2.49397 -0.40943
C: 1.11996 2.17650 -1.60403
N: 1.70667 3.20556 -2.25854
S: 1.09078 0.68610 -2.49636
C: -0.84425 0.75428 2.38378
C: -1.41898 1.10180 3.60982
C: -1.75767 0.11358 4.51663
C: -1.51489 -1.21168 4.19472
C: -0.93618 -1.47741 2.96546
N: -0.60870 -0.53734 2.08397
H: -0.47677 3.89347 0.98797
H: -0.01293 3.53077 2.64879
H: -1.70233 3.38716 2.16547
H: 1.67516 4.12273 -1.84640
H: 1.96433 3.09019 -3.22066
H: -1.59870 2.13442 3.85876
H: -2.20089 0.37877 5.46681
H: -1.75280 -2.01916 4.87141
H: -0.71947 -2.50097 2.67420
C: -4.06579 0.80682 -2.43082
C: -3.82067 1.25722 -1.00048
S: -3.02338 0.11297 0.14102
C: -4.08852 -1.33503 0.26047
C: -4.04867 -2.34244 -0.88969
S: -2.37858 -2.78270 -1.44527
C: -2.49739 -2.66260 -3.25823
C: -3.20364 -1.45394 -3.85408
S: -2.58991 0.14507 -3.26103
H: -4.42797 1.67078 -2.99095
H: -4.86084 0.06315 -2.46844
H: -4.76576 1.59518 -0.56824
H: -3.14798 2.11828 -0.98292
H: -5.12338 -1.02633 0.42338
H: -3.76726 -1.81544 1.18933
H: -4.59669 -1.96029 -1.74673
H: -4.55609 -3.25454 -0.57272
H: -2.94407 -3.57497 -3.65817
H: -1.45564 -2.64409 -3.58240
H: -4.27998 -1.49890 -3.69181
H: -3.07008 -1.51235 -4.93608
C: 4.31929 -0.14170 1.59823
C: 5.24039 -0.65236 0.70127
C: 4.79813 -1.46333 -0.33082
C: 3.43924 -1.74544 -0.44265
N: 2.55436 -1.24359 0.42513
C: 2.98642 -0.46394 1.41134
C: 2.90551 -2.61920 -1.52917
C: 3.76061 -3.28215 -2.40916
C: 3.23338 -4.09475 -3.39575
C: 1.86015 -4.24904 -3.46930
C: 1.08391 -3.57064 -2.54801
N: 1.57778 -2.76939 -1.60878
H: 4.61626 0.49719 2.41649
H: 6.29234 -0.42157 0.79766
H: 5.51231 -1.85172 -1.03809
H: 2.22353 -0.07520 2.07673
H: 4.82991 -3.17420 -2.33033
H: 3.88708 -4.60701 -4.08746
H: 1.39705 -4.88293 -4.21160
H: 0.00918 -3.70108 -2.54962

Cartesian forces, eV/Å:
Sr -0.55 -0.19 -0.26
C 0.02 0.08 -0.09
C 0.15 0.14 0.11
N 0.02 0.10 0.11
N -0.15 0.09 0.13
C 0.19 -0.03 -0.43
N -0.09 0.05 0.14
S 0.08 0.05 0.20
C 0.05 0.02 0.24
C 0.02 -0.11 -0.05
C 0.03 -0.03 -0.06
C 0.03 -0.04 -0.06
C -0.07 -0.08 0.10
N 0.11 0.20 -0.07
H 0.00 -0.02 0.02
H 0.00 0.00 0.02
H -0.03 0.00 -0.01
H 0.01 -0.01 -0.01
H 0.00 0.00 0.01
H 0.01 0.04 -0.01
H -0.01 0.00 0.01
H -0.01 0.00 0.01
H 0.00 0.00 0.02
C -0.04 -0.01 -0.06
C -0.12 0.07 0.07
S 0.07 0.05 0.11
C -0.05 -0.04 -0.01
C -0.11 -0.01 0.00
S -0.08 -0.11 -0.09
C 0.14 -0.05 -0.05
C -0.12 0.01 0.02
S -0.06 0.00 -0.06
H 0.04 -0.03 -0.03
H 0.04 -0.03 0.01
H 0.02 -0.03 0.03
H 0.04 -0.03 -0.01
H 0.01 0.03 -0.01
H 0.03 0.03 -0.06
H 0.06 0.01 -0.01
H 0.02 0.01 -0.01
H -0.01 0.00 0.08
H -0.02 -0.04 -0.01
H 0.02 0.01 0.00
H 0.05 0.08 0.03
C -0.02 -0.01 -0.02
C -0.06 -0.02 0.00
C -0.10 0.04 0.04
C 0.21 0.06 0.00
N -0.07 -0.06 -0.07
C 0.02 0.07 0.09
C 0.21 -0.17 -0.12
C -0.09 0.08 0.06
C -0.06 0.03 0.04
C -0.01 -0.01 -0.01
C 0.01 -0.17 -0.07
N 0.12 -0.02 0.07
H 0.01 0.01 0.01
H 0.01 0.00 0.00
H 0.01 -0.01 -0.03
H 0.00 0.01 0.01
H 0.02 0.01 0.00
H 0.02 -0.01 -0.02
H 0.00 -0.01 0.00
H 0.00 0.00 0.01

* E_HOMO: -0.360 Eh
* 2S+1: 1
* net charge: +1
* frontier orbital gap: 7.2 eV
* ΔE to the lowest compared entry with this formula, charge and spin: 0.0 kJ/mol

Okay, here come the natural (NBO) numbers, in e, for every atom: Sr 1.72; C -0.69; C 0.18; N -0.33; N -0.48; C 0.32; N -0.78; S -0.54; C 0.19; C -0.23; C -0.14; C -0.26; C 0.05; N -0.55; H 0.27; H 0.23; H 0.22; H 0.40; H 0.41; H 0.23; H 0.23; H 0.23; H 0.20; C -0.54; C -0.55; S 0.19; C -0.56; C -0.54; S 0.13; C -0.52; C -0.55; S 0.22; H 0.24; H 0.21; H 0.23; H 0.24; H 0.24; H 0.24; H 0.22; H 0.24; H 0.23; H 0.23; H 0.22; H 0.24; C -0.24; C -0.14; C -0.21; C 0.18; N -0.52; C 0.07; C 0.18; C -0.21; C -0.14; C -0.24; C 0.06; N -0.52; H 0.24; H 0.23; H 0.22; H 0.20; H 0.23; H 0.23; H 0.24; H 0.19

> Number 4 is which compound?

C24H29N6S4Sr